1.
Here is C26H29N5NaO4S as an isolated structure at a distorted geometry from the Open Molecules 2025 dataset. Energies are from wB97M-V/def2-TZVPD.

Structure (XYZ):
```
66
Properties=species:S:1:pos:R:3
Na -0.6510 0.9626 0.1437
C -3.2961 -0.7105 -2.9581
O -2.3493 -0.7275 -4.0114
C -1.0382 -1.0063 -3.7021
C -0.3174 -1.6575 -4.6770
C 1.0256 -2.0026 -4.4827
C 1.6122 -1.6841 -3.2737
C 0.9201 -0.9859 -2.2784
C 1.6574 -0.6959 -1.0307
N 1.3017 0.2109 -0.2135
N 2.0811 0.4145 0.9257
C 1.3949 0.9397 1.9259
O 0.1378 1.0925 2.0545
C 2.2697 1.3552 3.0965
C 3.6579 1.2154 3.0816
C 4.4190 1.6204 4.1684
C 3.8071 2.1734 5.2898
C 2.4269 2.3125 5.3128
C 1.6651 1.9046 4.2214
C -0.4512 -0.5795 -2.4683
O -1.1179 0.0936 -1.6099
H -4.2695 -0.8016 -3.4421
H -3.2449 0.2056 -2.3736
H -3.1494 -1.5533 -2.2761
H -0.8301 -1.9088 -5.5997
H 1.5791 -2.5182 -5.2570
H 2.6452 -1.9610 -3.0814
H 2.5487 -1.2981 -0.8167
H 4.1156 0.7866 2.1998
H 5.4967 1.5072 4.1427
H 4.4040 2.4958 6.1347
H 1.9402 2.7414 6.1810
H 0.5874 2.0111 4.2132
C -4.1423 2.6031 0.6570
N -3.6036 3.5262 -0.3249
C -4.5743 4.3036 -1.0649
C -2.2674 3.5347 -0.5830
C -1.7677 4.3796 -1.7326
O -1.4859 2.8673 0.0743
H -4.7301 3.1465 1.4005
H -3.3271 2.0893 1.1555
H -4.7858 1.8654 0.1711
H -5.3126 4.7095 -0.3703
H -5.1049 3.6931 -1.8029
H -4.1052 5.1370 -1.5768
H -1.8064 5.4425 -1.4828
H -2.3464 4.2125 -2.6406
H -0.7351 4.0957 -1.9090
N 0.1425 -1.2918 3.3818
C -0.1392 -2.0837 2.2934
S -1.7110 -2.2941 1.7827
N 0.9723 -2.6357 1.7443
C 1.1813 -3.4278 0.5954
C 2.5102 -3.7689 0.3353
C 2.8433 -4.5362 -0.7654
C 1.8526 -4.9755 -1.6356
C 0.5376 -4.6199 -1.3836
C 0.1888 -3.8521 -0.2791
H -0.4153 -0.4455 3.3790
H 1.1174 -1.0646 3.5251
H 1.8385 -2.2992 2.1369
H 3.2905 -3.4118 1.0000
H 3.8820 -4.7848 -0.9460
H 2.1058 -5.5741 -2.5008
H -0.2455 -4.9314 -2.0635
H -0.8355 -3.5610 -0.1095
```

## Properties
Charge: -1
F_max in hartree/bohr: 0.023
Orbital gap in eV: 5.461

=====

2.
Here is an isolated molecule of C26H29NO3 from the Open Molecules 2025 dataset. Energies are from wB97M-V/def2-TZVPD.

Structure (XYZ):
```
59
Properties=species:S:1:pos:R:3
C -6.8126 -0.5111 2.3757
C -5.2924 -0.4790 2.3456
O -4.8984 -0.2440 1.0107
C -3.5730 -0.2027 0.7148
C -2.5426 -0.3381 1.6282
C -1.2181 -0.2788 1.2167
C -0.9027 -0.0943 -0.1159
C 0.5324 -0.0275 -0.5819
C 1.2191 1.2453 -0.0631
C 2.6235 1.4137 -0.6531
C 3.2683 2.6599 -0.1200
C 3.0499 3.8859 -0.7359
C 3.6126 5.0425 -0.2272
C 4.4013 4.9893 0.9095
C 4.6233 3.7735 1.5327
C 4.0587 2.6186 1.0211
N 1.2698 -1.2038 -0.1685
C 1.8449 -2.0557 -1.0480
O 1.7970 -1.8976 -2.2531
C 2.5526 -3.2118 -0.4194
C 3.2219 -3.1086 0.7960
C 3.8820 -4.2057 1.3202
C 3.8760 -5.4128 0.6412
C 3.2225 -5.5183 -0.5756
C 2.5714 -4.4209 -1.1071
C -1.9349 0.0438 -1.0403
C -3.2615 -0.0017 -0.6507
O -4.3378 0.1077 -1.4745
C -4.1493 0.4419 -2.8335
C -3.8129 1.9170 -3.0364
H -7.1608 -0.6932 3.3885
H -7.1772 -1.2992 1.7230
H -7.2087 0.4375 2.0246
H -4.8858 -1.4379 2.6981
H -4.9171 0.3218 2.9994
H -2.7566 -0.4871 2.6745
H -0.4404 -0.3764 1.9599
H 0.5674 -0.0335 -1.6766
H 1.2814 1.2082 1.0269
H 0.6033 2.1062 -0.3296
H 3.2279 0.5407 -0.3994
H 2.5484 1.4650 -1.7408
H 2.4378 3.9313 -1.6256
H 3.4374 5.9881 -0.7196
H 4.8432 5.8914 1.3063
H 5.2399 3.7248 2.4187
H 4.2397 1.6710 1.5093
H 1.2597 -1.4327 0.8119
H 3.2572 -2.1659 1.3244
H 4.4063 -4.1178 2.2608
H 4.3891 -6.2676 1.0569
H 3.2257 -6.4557 -1.1117
H 2.0678 -4.4790 -2.0602
H -1.6739 0.1788 -2.0778
H -3.3861 -0.1995 -3.2916
H -5.1121 0.2154 -3.3002
H -4.5961 2.5344 -2.6039
H -3.7372 2.1334 -4.0986
H -2.8714 2.1708 -2.5555
```

## Properties
SMILES string: CCOc1ccc([C@@H](CCc2ccccc2)NC(=O)c2ccccc2)cc1OCC
F_max in hartree/bohr: 0.010
Orbital gap in eV: 8.646

=====

3.
Here is C26H30AgFN5O5S as an isolated structure from the Open Molecules 2025 dataset. Energies are from wB97M-V/def2-TZVPD.

Structure (XYZ):
```
69
Properties=species:S:1:pos:R:3
Ag 0.0496 -0.3053 -0.6683
C -7.1465 -1.7140 1.8103
C -6.0592 -1.8631 2.8684
C -6.4910 -1.1851 4.1600
C -5.4024 -1.2844 5.2143
C -4.1375 -0.6696 4.6828
C -3.2159 -0.0818 5.5208
C -2.0548 0.4751 4.9987
F -1.1719 1.0283 5.8642
C -1.7948 0.4804 3.6588
C -2.7213 -0.1070 2.7913
C -2.4365 -0.0936 1.3384
O -1.5645 0.6482 0.8881
C -3.2606 -0.9836 0.5521
C -4.3848 -1.4750 1.1165
N -4.7761 -1.2962 2.4139
C -3.8902 -0.6905 3.2960
C -2.9771 -1.4197 -0.8972
O -3.9808 -1.6977 -1.5677
O -1.7698 -1.5380 -1.2283
H -8.1067 -1.9885 2.2496
H -6.9867 -2.3480 0.9417
H -7.2018 -0.6790 1.4692
H -5.9086 -2.9304 3.0780
H -7.4160 -1.6513 4.5023
H -6.7062 -0.1325 3.9497
H -5.2342 -2.3372 5.4653
H -5.7003 -0.7807 6.1353
H -3.3860 -0.0526 6.5902
H -0.8941 0.9184 3.2493
H -5.0390 -2.0613 0.4886
N 0.7382 2.1722 -0.5129
C 2.1842 1.9497 -0.5363
C 3.0182 3.2257 -0.6249
C 4.5332 3.0224 -0.7145
C 5.0392 2.0929 -1.8272
N 4.6812 0.6771 -1.7110
C 4.9472 -0.1096 -0.6907
N 4.3384 -1.2979 -0.6197
N 5.8882 0.2068 0.2374
C 2.5676 1.0088 0.6366
O 3.4606 1.3829 1.4267
O 1.9874 -0.1079 0.6547
H 0.4417 2.7795 -1.2661
H 0.4165 2.5602 0.3661
H 2.3466 1.3653 -1.4427
H 2.8189 3.8483 0.2524
H 2.6730 3.7867 -1.5030
H 4.8559 2.6788 0.2661
H 5.0129 3.9919 -0.8873
H 6.1254 2.1852 -1.9279
H 4.6165 2.4050 -2.7834
H 3.8921 0.3366 -2.3042
H 3.4905 -1.3832 -1.1983
H 4.2596 -1.7034 0.2998
H 6.1635 1.1745 0.2297
H 5.6343 -0.0853 1.1715
S 1.9676 -0.7075 -2.8761
C 2.5284 -0.8070 -4.5376
C 3.7989 -1.3090 -4.8572
C 4.2506 -1.3564 -6.1678
C 3.4466 -0.9139 -7.2102
C 2.1793 -0.4259 -6.9131
C 1.7282 -0.3719 -5.6039
H 4.4289 -1.6720 -4.0529
H 5.2391 -1.7508 -6.3767
H 3.7973 -0.9547 -8.2339
H 1.5316 -0.0840 -7.7127
H 0.7381 0.0057 -5.3810
```

## Properties
Charge: -1
F_max in hartree/bohr: 0.007
Orbital gap in eV: 6.546

=====

4.
Here is C26H30BF4MoN3O3S3Sb as an isolated structure at a distorted geometry from the Open Molecules 2025 dataset. Energies are from wB97M-V/def2-TZVPD.

Structure (XYZ):
```
72
Properties=species:S:1:pos:R:3
Mo 0.0618 1.8577 0.7594
S 2.5033 1.4100 0.8765
C 2.9788 2.0768 -0.5627
N 3.3351 2.5180 -1.5675
C -1.9505 2.8627 3.7586
S -0.9958 1.4520 3.2165
O -1.0251 0.4335 4.2059
O -1.5111 1.0060 1.8823
O 0.3774 1.9184 2.8579
H -2.9921 2.5622 3.7682
H -1.7940 3.6812 3.0623
H -1.6276 3.1340 4.7586
F -3.1992 1.3555 -0.4263
B -2.4930 2.4573 -0.6616
F -2.9368 3.2893 -1.6183
F -2.1766 3.1596 0.5118
F -1.1118 1.9830 -1.1260
S 0.8404 4.0900 0.0664
C 0.6973 4.3604 -1.6356
N -0.4338 4.5366 -2.2948
C -0.2003 4.6801 -3.7237
C 1.3380 4.7824 -3.7990
N 1.7443 4.5425 -2.4216
H -1.3591 4.4746 -1.8974
H -0.7037 5.5699 -4.1013
H -0.5961 3.8061 -4.2490
H 1.6697 5.7775 -4.1072
H 1.7832 4.0404 -4.4640
H 2.6888 4.2753 -2.1565
C 0.6113 -0.1629 -2.8900
C 0.4951 -1.6332 -2.6097
C 0.5490 -2.5615 -3.6451
C 0.4343 -3.9166 -3.3990
C 0.2639 -4.3700 -2.1030
C 0.1933 -3.4584 -1.0655
C 0.3051 -2.0997 -1.3160
Sb 0.0546 -0.8849 0.4569
C 1.7258 -1.4897 1.7211
C 1.5909 -1.2208 3.0795
C 2.6418 -1.4579 3.9474
C 3.8307 -1.9711 3.4605
C 3.9720 -2.2060 2.1049
C 2.9422 -1.9458 1.2049
C 3.2046 -2.1133 -0.2600
C -1.9054 -1.7345 0.7659
C -2.7066 -1.6240 -0.3687
C -4.0259 -2.0355 -0.3275
C -4.5614 -2.4898 0.8669
C -3.7589 -2.6014 1.9858
C -2.4084 -2.2607 1.9515
C -1.5475 -2.5105 3.1481
H 0.9405 0.0056 -3.9125
H 1.3315 0.3112 -2.2108
H -0.3627 0.3140 -2.7589
H 0.6775 -2.2153 -4.6600
H 0.4781 -4.6175 -4.2186
H 0.1798 -5.4262 -1.9015
H 0.0606 -3.8059 -0.0499
H 0.6724 -0.8030 3.4701
H 2.5269 -1.2210 4.9920
H 4.6579 -2.1484 4.1294
H 4.9138 -2.5721 1.7241
H 4.2733 -2.1840 -0.4456
H 2.8130 -1.2598 -0.8160
H 2.7313 -3.0175 -0.6386
H -2.2962 -1.2364 -1.2983
H -4.6375 -1.9892 -1.2156
H -5.6000 -2.7809 0.9211
H -4.1756 -2.9712 2.9114
H -1.9783 -3.3016 3.7579
H -1.4753 -1.6136 3.7649
H -0.5452 -2.8147 2.8338
```

## Properties
Charge: +1
Spin multiplicity: 3
F_max in hartree/bohr: 0.040
Expectation value of S²: 2.054
Orbital gap (alpha / beta) in eV: 6.595 / 7.058

=====

5.
Here is C26H30ClCoPS4 as an isolated structure at a distorted geometry from the Open Molecules 2025 dataset. Energies are from wB97M-V/def2-TZVPD.

Structure (XYZ):
```
63
Properties=species:S:1:pos:R:3
Co 0.0279 -1.2251 0.2780
C 1.1768 -3.9212 2.0442
C -0.3103 -4.1867 1.9342
S -0.9110 -3.4523 0.3993
C -2.6531 -3.1888 0.7754
C -3.2111 -2.2579 -0.2706
S -2.2287 -0.7487 -0.5198
C -2.8485 0.3854 0.7408
C -2.3938 0.1068 2.1542
S -0.5891 0.0081 2.1844
C -0.2930 -1.0785 3.5923
C 1.1607 -1.4981 3.5284
S 1.6501 -2.1785 1.9255
H 1.7356 -4.4094 1.2444
H 1.5642 -4.2980 2.9917
H -0.8750 -3.7743 2.7667
H -0.4975 -5.2600 1.8916
H -2.7414 -2.7901 1.7842
H -3.1605 -4.1547 0.7356
H -4.2272 -1.9489 -0.0224
H -3.2369 -2.7263 -1.2549
H -3.9375 0.3781 0.6706
H -2.5036 1.3636 0.4109
H -2.8084 -0.8111 2.5664
H -2.6862 0.9379 2.7971
H -0.9864 -1.9154 3.5628
H -0.4830 -0.5019 4.4992
H 1.3942 -2.2335 4.2985
H 1.8230 -0.6446 3.6772
Cl 1.5388 -2.0014 -1.3229
C 2.6974 -0.6631 -1.4320
C 3.9983 -0.9402 -1.7790
C 4.8768 0.1348 -1.8912
C 4.4384 1.4319 -1.6682
C 3.1143 1.6780 -1.3240
C 2.2270 0.6127 -1.1950
P 0.4592 0.8232 -0.8938
C 0.2324 2.2847 0.0908
C -0.8868 3.1066 -0.0869
C -1.0657 4.2104 0.7318
C -0.1467 4.4877 1.7364
C 0.9552 3.6617 1.9331
C 1.1429 2.5560 1.1216
C -0.2796 0.9885 -2.5119
C -0.2661 2.2559 -3.1072
C -0.7003 2.3908 -4.4166
C -1.1463 1.2825 -5.1246
C -1.1491 0.0236 -4.5357
C -0.7216 -0.1268 -3.2285
H 4.3270 -1.9546 -1.9649
H 5.9086 -0.0525 -2.1576
H 5.1275 2.2609 -1.7609
H 2.7752 2.6941 -1.1644
H -1.5947 2.9088 -0.8829
H -1.9103 4.8683 0.5732
H -0.2896 5.3551 2.3681
H 1.6682 3.8873 2.7152
H 2.0075 1.9184 1.2693
H 0.0998 3.1218 -2.5729
H -0.6829 3.3659 -4.8848
H -1.4930 1.4009 -6.1426
H -1.4852 -0.8370 -5.0989
H -0.7268 -1.1107 -2.7788
```

## Properties
Charge: +3
F_max in hartree/bohr: 0.032
Orbital gap (alpha / beta) in eV: 7.309 / 6.132

=====

6.
Here is a 10-piece molecular cluster, C26H30F6N4O18 overall at a distorted geometry from the Open Molecules 2025 dataset. Energies are from wB97M-V/def2-TZVPD.

Structure (XYZ):
```
84
Properties=species:S:1:pos:R:3
O 2.6029 0.5519 0.9878
C 3.1958 -0.1890 0.2210
O 4.5107 -0.0618 -0.0761
C 4.8397 -1.1751 -0.9439
C 3.6575 -2.1132 -0.8730
F 3.8720 -3.0258 0.1676
O 2.6599 -1.3086 -0.4266
H 4.8882 -0.9010 -2.0379
H 5.7758 -1.5840 -0.6702
H 3.4710 -2.7516 -1.7179
O 2.2513 -6.6504 -2.2331
C 1.6669 -5.9342 -1.5172
O 1.8069 -5.9030 -0.1784
C 0.6242 -5.2582 0.3270
C 0.1652 -4.3375 -0.8209
F 0.5873 -3.0420 -0.5880
O 0.8430 -4.8844 -1.9138
H -0.1312 -6.0056 0.5616
H 0.8362 -4.6253 1.1943
H -0.9176 -4.3497 -0.9234
O 4.1745 0.6962 -3.9487
C 3.0316 0.5294 -4.2313
O 2.4706 0.7688 -5.4467
C 1.0888 0.8696 -5.2719
C 0.7763 0.2026 -3.8992
F 0.3936 -1.1342 -4.0017
O 2.0618 0.2248 -3.3214
H 0.7903 1.9129 -5.1139
H 0.6083 0.4466 -6.1414
H 0.0537 0.8022 -3.3755
O -1.5924 -5.7142 2.5971
C -2.3396 -4.8380 2.7152
O -2.5458 -3.8436 1.7662
C -3.4900 -2.8988 2.2274
C -4.1139 -3.6075 3.4198
F -5.2359 -4.2899 3.0261
O -3.1270 -4.5876 3.7573
H -3.0898 -1.9244 2.5254
H -4.2133 -2.7661 1.4429
H -4.3479 -2.9498 4.2895
O -2.4244 8.2333 -1.4052
C -1.5429 7.5259 -1.1093
O -0.2858 8.0155 -0.8307
C 0.5897 6.8438 -0.7524
C -0.3491 5.6677 -0.6136
F -0.6851 5.5222 0.7185
O -1.4788 6.1751 -1.2169
H 1.1108 6.8617 -1.7180
H 1.2790 6.8967 0.0589
H -0.0825 4.6892 -1.0012
O -0.0019 2.3875 -1.5783
C -0.0991 1.6105 -0.6468
O -0.4258 2.0450 0.5845
C -0.3809 0.8559 1.4291
C -0.3675 -0.2948 0.4068
F -1.6774 -0.7549 0.0642
O 0.0969 0.3265 -0.6926
H 0.4951 0.8394 2.0334
H -1.2577 0.7219 2.0754
H 0.2156 -1.1912 0.6050
C -3.9964 1.2734 -0.8966
C -5.2668 0.8593 -1.4972
N -6.1916 0.5388 -2.0925
H -3.8212 2.3388 -1.0787
H -3.1768 0.7436 -1.4223
H -4.0205 1.0868 0.1649
C 1.1285 -2.2742 3.3903
C 1.0189 -3.5148 4.1633
N 0.9122 -4.5079 4.7535
H 1.9788 -1.6390 3.6892
H 0.2419 -1.6229 3.4353
H 1.2691 -2.6003 2.3538
C 3.7059 2.8796 -1.4944
C 3.4221 4.2939 -1.4936
N 3.2248 5.4205 -1.5236
H 2.7973 2.2872 -1.6882
H 4.0893 2.6320 -0.5107
H 4.4315 2.6696 -2.2647
C -4.0755 2.3480 4.5411
C -3.4558 1.1963 3.9237
N -2.9127 0.3329 3.4136
H -5.0600 2.5194 4.1162
H -3.3878 3.1987 4.4379
H -4.1430 2.2131 5.6148
```

## Properties
SMILES string: O=C1OC[C@@H](F)O1.O=C1OC[C@@H](F)O1.O=C1OC[C@@H](F)O1.O=C1OC[C@@H](F)O1.O=C1OC[C@@H](F)O1.O=C1OC[C@@H](F)O1.CC#N.CC#N.CC#N.CC#N
F_max in hartree/bohr: 0.079
Orbital gap in eV: 10.977

=====

7.
Here is C26H30MnN7OS as an isolated structure at a distorted geometry from the Open Molecules 2025 dataset. Energies are from wB97M-V/def2-TZVPD.

Structure (XYZ):
```
66
Properties=species:S:1:pos:R:3
Mn -0.3772 -0.9960 0.4910
C -4.3426 -1.0739 -1.1243
C -2.8761 -0.9225 -0.8520
N -2.3481 -0.8190 0.3600
N -3.2088 -0.7653 1.4408
C -2.5877 -0.8420 2.5761
N -3.3960 -0.8097 3.7119
S -0.8837 -1.0118 2.8409
C -1.9256 -0.9342 -1.9035
C -2.2530 -1.0597 -3.2752
C -1.2759 -1.0254 -4.2295
C 0.0724 -0.8695 -3.8208
C 0.3355 -0.7902 -2.4757
N -0.5965 -0.8253 -1.5120
H -4.8840 -1.1498 -0.1847
H -4.5361 -1.9718 -1.7164
H -4.7425 -0.2231 -1.6839
H -4.2858 -0.3628 3.5500
H -2.9131 -0.4969 4.5384
H -3.2893 -1.1821 -3.5612
H -1.5277 -1.1220 -5.2782
H 0.8837 -0.8384 -4.5343
H 1.3569 -0.7032 -2.1161
C 3.4784 -2.5660 -0.4263
C 2.0472 -2.3546 -0.0550
N 1.5674 -1.1995 0.4153
N 2.3788 -0.1850 0.7185
C 1.7679 0.9252 0.9819
O 0.3838 1.0511 0.8242
C 2.5098 2.0296 1.5933
C 3.8574 2.2421 1.2831
C 4.5665 3.2575 1.8985
C 3.9516 4.0764 2.8396
C 2.6193 3.8599 3.1657
C 1.9023 2.8474 2.5514
C 1.0378 -3.3335 -0.2431
C 1.2548 -4.5335 -0.9587
C 0.2091 -5.4094 -1.1242
C -1.0540 -5.0991 -0.5989
C -1.2088 -3.8825 0.0417
N -0.2122 -3.0168 0.2173
H 4.0686 -1.7101 -0.1045
H 3.6036 -2.6725 -1.5099
H 3.8938 -3.4639 0.0381
H 4.3323 1.5983 0.5552
H 5.6067 3.4142 1.6403
H 4.5090 4.8705 3.3199
H 2.1353 4.4781 3.9120
H 0.8726 2.6608 2.8224
H 2.2291 -4.7358 -1.3805
H 0.3529 -6.3305 -1.6771
H -1.8990 -5.7621 -0.7164
H -2.1701 -3.5624 0.4282
C -1.4099 3.4460 1.1105
C -0.2599 3.3505 0.1130
C -0.5618 4.1495 -1.1529
C -0.0354 1.9004 -0.2774
H -1.5327 4.4664 1.4786
H -1.2536 2.7839 1.9621
H -2.3449 3.1390 0.6347
H 0.6483 3.7506 0.5666
H -1.4225 3.7284 -1.6791
H 0.2856 4.1428 -1.8410
H -0.7966 5.1871 -0.9106
H 0.6780 1.7872 -1.0986
H -0.9858 1.4686 -0.5992
```

## Properties
Charge: -1
Spin multiplicity: 2
F_max in hartree/bohr: 0.028
Expectation value of S²: 1.081
Orbital gap (alpha / beta) in eV: 4.873 / 4.898

=====

- Number 3 is which compound?
  C26H30AgFN5O5S